Record 1
{
  "formula": "C7H11N",
  "method": "the ωB97M-V functional and the def2-TZVPD basis",
  "species": ["C", "C", "C", "C", "C", "C", "C", "H", "H", "H", "H", "H", "H", "H", "H", "H", "H", "H", "N"],
  "xyz": [[-1.33683, -0.26468, -1.39131], [-0.42913, -1.08850, 0.36454], [0.93919, -0.95638, 0.91472], [1.11907, 0.61433, 1.05819], [1.24692, 2.13155, 0.45154], [0.26980, 0.98884, 0.01665], [-1.12454, 0.23313, 0.02012], [-1.07688, 0.21800, -2.26247], [-2.32000, -0.88436, -1.85707], [-0.66193, -2.16177, -1.38471], [-0.90167, -1.90010, 0.82674], [1.49265, -1.31941, 0.01895], [1.28892, -1.72627, 1.60843], [0.47628, 0.79854, 2.02991], [1.82839, 2.69490, -0.36753], [1.04845, 2.49057, 1.68747], [0.43719, 0.97815, -1.16999], [-1.92947, 0.48625, 0.66069], [-0.36639, -1.33277, -1.22485]],
  "forces_ev_per_a": [[-3.375, -4.182, -1.523], [0.186, -0.918, -2.984], [3.864, -0.332, -1.715], [-0.567, -2.878, 2.108], [-1.600, -0.106, 3.998], [-2.707, 4.258, -4.676], [1.129, 0.507, 0.350], [0.547, 2.457, -1.450], [1.377, 2.137, 2.080], [-2.681, -6.860, -1.684], [-1.494, -0.932, 0.669], [0.278, 0.563, 0.471], [-0.438, 0.754, 0.969], [1.438, -0.002, -1.525], [-0.479, -1.278, 1.797], [0.698, 0.603, -4.484], [1.180, -0.748, 2.753], [-0.744, 0.821, 0.443], [3.388, 6.136, 4.405]],
  "total_charge": 0,
  "energy_ev": -8918.7578,
  "e_lumo_ha": 0.0422,
  "e_homo_ev": -8.7,
  "smiles": "C1N[C@H]2C[C@H]3C[C@@H]3[C@@H]12",
  "largest_force_ev_per_a": 8.28
}

Record 2
{
  "formula": "C7H11N",
  "method": "the ωB97M-V functional and the def2-TZVPD basis",
  "species": ["C", "C", "C", "C", "C", "C", "C", "H", "H", "H", "H", "H", "H", "H", "H", "H", "H", "H", "N"],
  "xyz": [[-0.27083, -0.72099, -1.29333], [1.13471, -0.48313, -0.57219], [1.20707, 0.98953, -0.16507], [-0.09664, 0.94751, 0.79959], [-1.37361, 1.14146, 0.11113], [-1.08839, -0.44700, 0.07025], [0.75465, -1.17067, 0.85028], [-0.54064, 0.00997, -1.86981], [-0.28851, -1.68387, -2.06757], [1.78706, -1.06499, -1.28021], [2.06014, 1.12343, 0.57096], [0.78291, 1.70454, -0.96234], [-0.10769, 1.48107, 1.71530], [-2.23385, 1.29099, 1.08521], [-1.30256, 1.61225, -0.77261], [-1.89010, -1.16554, -0.15209], [0.49148, -2.21921, 1.03667], [1.39810, -0.93894, 1.73005], [-0.42330, -0.40641, 1.16577]],
  "forces_ev_per_a": [[3.190, -4.010, 3.379], [-1.098, -2.772, -1.345], [-2.185, -0.649, 1.465], [2.379, 2.533, 2.078], [-3.098, -4.068, 4.983], [-9.180, -0.972, -9.978], [1.810, 0.009, 1.843], [-1.105, 4.342, -3.636], [-0.294, 1.829, 2.889], [0.609, 1.203, 1.391], [-0.596, 0.776, -1.705], [2.115, -0.681, 1.056], [1.344, 1.358, 0.731], [2.126, 0.198, -3.715], [-0.910, 2.206, -2.813], [-0.711, 0.112, 1.340], [0.346, -0.133, -1.185], [0.631, -0.170, -0.972], [4.628, -1.108, 4.195]],
  "total_charge": 0,
  "energy_ev": -8921.5107,
  "e_lumo_ha": 0.0374,
  "e_homo_ev": -8.8,
  "largest_force_ev_per_a": 13.59
}

Record 3
{
  "formula": "C7H11N",
  "method": "the ωB97M-V functional and the def2-TZVPD basis",
  "species": ["C", "C", "C", "C", "C", "C", "C", "H", "H", "H", "H", "H", "H", "H", "H", "H", "H", "H", "N"],
  "xyz": [[0.29004, 0.42665, -1.46214], [0.16254, 2.15297, 0.17579], [-0.65443, -1.05068, 0.85297], [0.68059, -1.26026, 0.22121], [1.20621, 0.01158, -0.39880], [0.90231, 1.10671, 0.55559], [-1.66039, -1.90834, 0.90507], [-0.77295, -0.08343, -1.24424], [0.58226, 0.25797, -2.59228], [-1.13990, 1.78854, -1.44034], [-0.59474, 3.07785, 0.82468], [-0.80806, 0.02773, 1.35757], [1.28812, -1.58993, 0.94827], [0.80525, -2.01593, -0.50013], [2.25150, -0.00427, -0.81012], [1.53852, 1.47918, 1.50411], [-2.42467, -1.46314, 1.77454], [-1.71944, -2.99349, 0.65289], [0.06723, 2.04027, -1.32462]],
  "forces_ev_per_a": [[-2.719, 1.305, -3.488], [-1.995, 1.126, -1.624], [-0.399, 1.492, 0.233], [-0.994, 1.149, -1.405], [0.994, 0.909, 0.178], [2.988, 4.234, 4.621], [-2.162, 0.778, 3.832], [2.328, 1.081, -0.808], [-0.465, 0.102, 2.397], [4.050, 2.245, -0.147], [3.244, -3.034, -2.185], [0.420, -2.901, -1.153], [2.510, -0.877, 3.013], [-0.796, -1.278, -1.143], [-0.665, -0.227, 0.910], [-1.459, -2.139, -1.427], [1.257, -1.781, -2.770], [0.171, 1.226, -0.144], [-6.307, -3.411, 1.111]],
  "total_charge": 0,
  "energy_ev": -8921.0587,
  "e_lumo_ha": 0.0353,
  "e_homo_ev": -8.6,
  "largest_force_ev_per_a": 7.26
}

Record 4
{
  "formula": "C7H11N",
  "method": "the ωB97M-V functional and the def2-TZVPD basis",
  "species": ["C", "C", "C", "C", "C", "C", "C", "H", "H", "H", "H", "H", "H", "H", "H", "H", "H", "H", "N"],
  "xyz": [[1.96575, 0.12346, 0.14769], [1.32943, 1.27034, -0.82994], [0.17573, 0.40364, -0.74632], [0.53487, -0.24248, 0.60978], [-0.86045, -0.93484, 0.73250], [-1.45863, 0.45276, 0.70174], [-1.51089, -0.99640, -0.60867], [2.96269, 0.24323, 0.95939], [2.44122, -0.84518, -0.47397], [1.55041, 2.09707, 0.02325], [1.44366, 1.48932, -1.94975], [0.17412, -0.54460, -1.48881], [0.48584, 0.15167, 1.66311], [-1.09631, -1.83736, 1.38400], [-0.84851, 1.30907, 1.44894], [-2.53014, 0.37543, 0.98898], [-2.54138, -1.41314, -0.55367], [-0.86273, -1.61733, -1.33870], [-1.35468, 0.51534, -0.66954]],
  "forces_ev_per_a": [[5.413, -5.241, -1.791], [2.075, 1.738, 1.397], [-3.086, -1.886, 0.895], [1.003, 0.115, 1.167], [0.678, -3.103, 1.137], [-2.696, 2.546, 6.797], [0.093, -1.936, -1.479], [-3.393, 0.416, -2.163], [-1.079, 2.541, 1.032], [-1.541, -0.927, -2.707], [1.385, 0.175, 1.912], [1.827, 2.709, 1.109], [0.436, 1.040, -1.360], [0.470, 1.624, -0.080], [-2.283, -2.046, -2.446], [0.419, 0.536, 0.169], [0.565, 0.748, -0.242], [-1.626, 0.868, 0.490], [1.340, 0.083, -3.836]],
  "total_charge": 0,
  "energy_ev": -8918.3785,
  "e_lumo_ha": 0.0363,
  "e_homo_ev": -8.6,
  "largest_force_ev_per_a": 7.74
}

Record 5
{
  "formula": "C7H11N",
  "method": "the ωB97M-V functional and the def2-TZVPD basis",
  "species": ["C", "C", "C", "C", "C", "C", "C", "H", "H", "H", "H", "H", "H", "H", "H", "H", "H", "H", "N"],
  "xyz": [[-2.36432, 0.26870, 0.09505], [-0.87845, -0.08293, -0.03865], [0.14196, 1.06258, 0.15511], [1.54314, 1.06817, -0.56101], [2.09274, -0.24152, -0.19396], [1.44550, -0.86992, 0.78923], [0.14804, -0.14866, 1.09633], [-2.95250, -0.51810, 0.59397], [-2.46798, 1.17031, 0.65973], [-2.91497, 0.40205, -0.87806], [0.28255, -1.55413, -0.84190], [-1.21535, -1.74095, -1.13375], [-0.37277, 2.01315, 0.53853], [2.18439, 1.88410, -0.30766], [1.48935, 1.00575, -1.68535], [3.05874, -0.63997, -0.57583], [1.60922, -1.84303, 1.21107], [-0.25050, -0.23410, 2.13356], [-0.57880, -1.00149, -1.05641]],
  "forces_ev_per_a": [[-0.131, -0.941, -0.443], [1.296, 0.600, 0.108], [-0.666, 1.106, 0.759], [-2.142, -0.763, -1.632], [2.269, -1.431, 1.579], [-1.611, 0.701, -0.408], [-0.773, 0.042, 1.449], [0.392, 0.087, 0.113], [-0.175, 0.575, 0.411], [1.088, 0.029, 0.609], [-0.792, 1.163, -0.385], [-1.833, -0.819, -0.139], [1.233, -1.287, -0.764], [0.327, 0.633, 0.300], [-0.433, 0.625, 0.835], [-0.822, 0.467, 0.032], [0.502, -0.225, 0.064], [0.514, 0.642, -0.703], [1.757, -1.204, -1.784]],
  "total_charge": 0,
  "energy_ev": -8925.3244,
  "e_lumo_ha": 0.0405,
  "e_homo_ev": -8.0,
  "smiles": "C[C@@]1(N)[C@@H]2CC=C[C@@H]21",
  "largest_force_ev_per_a": 3.11
}

Record 6
{
  "formula": "C7H11N2",
  "method": "the ωB97M-V functional and the def2-TZVPD basis",
  "species": ["C", "C", "C", "C", "C", "C", "C", "N", "N", "H", "H", "H", "H", "H", "H", "H", "H", "H", "H", "H"],
  "xyz": [[1.17473, 1.06985, 1.46911], [1.65391, 0.61397, -0.79073], [-0.07469, 0.43585, 1.44909], [-1.35395, 0.73276, 1.66465], [-0.20236, -0.43687, 0.22844], [-0.95296, -1.69608, 0.17385], [-0.47119, -0.20962, -2.10063], [0.32731, 0.07105, -0.81631], [2.02674, 1.01522, 0.39716], [1.58109, 1.47261, 2.40697], [2.27701, 0.66366, -1.70404], [-2.14083, 0.04541, 1.42236], [-1.60544, 1.71660, 2.13988], [-1.36786, -1.90214, 1.23898], [-0.28942, -2.49726, -0.02477], [-1.69356, -1.70469, -0.51003], [-1.45711, -0.19278, -1.88438], [-0.20609, 0.58658, -2.82843], [-0.12726, -1.17755, -2.56457], [2.90194, 1.39344, 0.63340]],
  "forces_ev_per_a": [[2.077, 0.944, 1.528], [-0.379, 0.330, -1.529], [-0.908, -1.769, -3.432], [-0.618, 2.314, 2.548], [0.417, -0.095, 2.488], [0.134, 0.305, 4.916], [5.598, -0.144, -1.512], [0.662, -0.696, -3.525], [-2.571, -0.074, 1.699], [-0.092, -0.135, -0.734], [-0.701, -0.102, 0.910], [-0.288, 0.039, 0.017], [0.019, -1.198, -0.236], [0.489, 0.237, -1.997], [0.983, -0.736, -0.434], [-2.564, -0.185, -2.154], [-3.011, 0.098, 0.698], [-0.263, -0.392, 0.609], [-0.539, 0.872, 0.603], [1.556, 0.390, -0.463]],
  "total_charge": 1,
  "energy_ev": -10406.6578,
  "e_lumo_ha": [-0.1615, -0.1656],
  "e_homo_ev": [-11.1, -11.0],
  "largest_force_ev_per_a": 5.80
}